The following is a DFT calculation (ωB97M-V with the def2-TZVPD basis set) of a structure of composition C28H41AsBF4N4S4SbSn.

```
85
Properties=species:S:1:pos:R:3:forces:R:3:mulliken_charge:R:1
Sn 0.684606 0.672116 1.038401 -0.09 0.42 -0.19 1.200
C -2.384831 1.550718 -0.638979 -0.04 -0.05 0.06 -1.428
C -2.645970 0.440805 0.404959 -0.24 -0.07 -0.23 1.124
C -2.598449 0.919364 1.825151 -0.18 -0.34 -0.09 -0.305
C -3.739947 1.075941 2.597105 -0.08 0.15 0.09 -0.755
C -3.611820 1.463396 3.922382 0.11 0.01 -0.07 -0.455
C -2.344868 1.675278 4.443677 -0.05 -0.07 -0.11 -0.994
C -1.253821 1.482111 3.611159 -0.05 0.19 0.13 -0.361
N -1.393032 1.120729 2.338440 0.55 0.05 0.33 0.779
N -1.205565 1.358023 -1.479397 -0.08 0.21 0.08 1.349
C -1.362602 0.369072 -2.528767 -0.06 -0.11 -0.05 -1.037
C -1.524587 -1.050785 -2.049894 0.02 -0.12 -0.09 0.391
C -2.733995 -1.721114 -2.194659 0.05 -0.02 0.06 -0.868
C -2.843798 -3.021986 -1.726212 0.03 0.01 0.05 -0.465
C -1.743116 -3.605838 -1.124013 -0.01 0.03 0.01 -1.295
C -0.570974 -2.864686 -1.043267 -0.27 0.07 0.20 0.065
N -0.449401 -1.627897 -1.508166 -0.01 0.04 -0.05 0.636
C -0.802093 2.613720 -2.072107 0.21 0.05 0.09 -1.434
C 0.665146 2.705320 -2.437213 0.10 0.01 -0.01 0.852
C 1.121281 3.863835 -3.066233 -0.07 -0.04 0.06 -1.303
C 2.474535 4.021638 -3.280702 0.06 -0.01 0.02 -0.288
C 3.337739 3.012743 -2.876020 0.00 0.04 -0.02 -0.799
C 2.790583 1.890227 -2.281928 -0.08 -0.06 0.02 -0.091
N 1.484128 1.728271 -2.069093 0.00 0.01 -0.11 0.409
H -2.231446 2.492525 -0.109821 -0.01 -0.02 0.03 0.765
H -3.287567 1.681424 -1.265479 0.01 0.01 -0.02 0.117
H -1.915931 -0.367013 0.317301 -0.09 0.10 0.00 -1.454
H -3.625459 -0.005263 0.235049 0.03 -0.10 -0.02 0.822
H -4.711555 0.876118 2.163656 0.03 -0.04 0.00 0.442
H -4.492854 1.587095 4.541138 0.01 -0.01 0.01 0.372
H -2.189298 1.973279 5.470902 0.01 0.01 -0.01 0.431
H -0.239688 1.644143 3.962794 -0.01 0.02 0.00 0.298
H -0.466025 0.405175 -3.149172 0.03 0.01 0.03 0.385
H -2.229236 0.632623 -3.167594 0.00 -0.02 0.00 0.245
H -3.580188 -1.214080 -2.642548 0.00 0.00 0.01 0.420
H -3.783960 -3.555523 -1.801961 0.03 0.00 0.02 0.354
H -1.785219 -4.598012 -0.695938 -0.03 0.02 0.03 0.421
H 0.306932 -3.284922 -0.558408 -0.58 0.24 -0.02 -0.016
H -0.967220 3.403057 -1.337715 0.01 0.05 0.03 0.581
H -1.413285 2.867442 -2.959908 -0.01 0.00 0.00 0.279
H 0.417471 4.645468 -3.328010 0.00 -0.01 -0.03 0.394
H 2.856501 4.930403 -3.729663 0.01 -0.01 -0.01 0.375
H 4.409133 3.103128 -2.996310 -0.02 0.00 0.03 0.383
H 3.427100 1.082135 -1.936329 0.00 0.00 0.00 0.243
S 4.148762 3.955936 1.943373 0.02 0.00 -0.05 -0.596
As 2.302371 3.209362 2.626840 0.08 -0.06 0.05 0.215
S 2.416886 0.963330 2.828030 0.00 0.01 0.16 -0.608
S 0.775644 3.244488 0.997160 -0.03 -0.13 -0.15 -0.512
S 1.505052 4.022707 4.400134 -0.06 0.02 0.06 -0.583
F -2.454254 -2.102831 3.896691 0.01 -0.06 -0.12 -0.401
B -2.227366 -2.502740 2.571867 0.04 -0.01 0.02 0.367
F -3.347466 -2.167147 1.774297 0.04 -0.07 0.01 -0.415
F -2.000736 -3.896797 2.508243 -0.03 0.09 -0.02 -0.424
F -1.082443 -1.834990 2.058488 -0.09 -0.11 0.01 0.154
C 5.397839 -1.389890 1.523711 0.00 0.00 -0.03 -1.369
C 4.876721 -2.629908 0.794940 -0.07 -0.05 0.05 0.395
C 5.358354 -3.902885 1.485651 0.05 0.05 0.00 -1.399
Sb 2.718183 -2.384519 0.452752 0.46 0.07 0.08 0.347
C 2.569190 -3.789855 -1.229899 -0.05 -0.13 -0.09 0.916
C 2.722721 -2.957345 -2.506158 -0.04 -0.01 0.01 -1.528
C 3.513738 -4.985278 -1.250795 0.01 0.04 -0.06 -1.656
C 1.829010 -3.551349 2.060071 -0.10 -0.02 -0.05 1.954
C 1.958010 -5.067429 1.969526 -0.04 0.03 0.08 -1.502
C 2.269197 -3.000788 3.416310 -0.06 0.01 -0.02 -1.392
H 6.489915 -1.432476 1.626129 -0.03 0.00 0.00 0.400
H 4.972038 -1.306150 2.526604 0.01 -0.01 0.00 0.282
H 5.140388 -0.462044 1.010294 -0.02 -0.02 0.00 0.314
H 5.272202 -2.624472 -0.228247 0.00 0.02 -0.02 0.346
H 5.017298 -3.944978 2.520954 -0.02 0.01 0.01 0.184
H 6.456516 -3.923518 1.509292 -0.02 0.00 0.02 0.438
H 5.021933 -4.810390 0.987348 -0.01 -0.01 -0.01 0.204
H 1.534720 -4.154049 -1.188115 0.57 -0.18 -0.12 0.295
H 3.746061 -2.574982 -2.600026 -0.04 0.00 0.02 0.354
H 2.043339 -2.101778 -2.514820 0.02 -0.03 0.02 0.194
H 2.517074 -3.560433 -3.399181 0.04 -0.03 0.00 0.386
H 4.556629 -4.661225 -1.306545 0.00 -0.01 0.01 0.306
H 3.321358 -5.605630 -2.136497 0.02 0.01 0.00 0.428
H 3.406251 -5.621032 -0.372519 -0.01 0.00 0.01 0.280
H 0.768958 -3.297567 1.948459 0.05 0.00 -0.01 -1.018
H 2.989775 -5.406057 2.093532 0.00 0.02 -0.01 0.230
H 1.586148 -5.448323 1.016006 0.01 -0.02 -0.01 0.274
H 1.355944 -5.534019 2.758665 0.03 0.00 -0.01 0.469
H 3.320781 -3.206087 3.632223 0.01 -0.02 -0.03 0.236
H 1.668823 -3.457222 4.210743 0.02 0.01 -0.01 0.439
H 2.123482 -1.919637 3.482764 0.00 -0.02 -0.01 0.212
```
Positions in Å, forces in eV/Å.

* electronic energy: -163767.9693 eV
* highest occupied orbital energy: -1.750 eV
* charge: -2
* LUMO energy: 4.21 eV
* multiplicity: 1
* energy relative to the best compared isomer or geometry (same formula, charge and spin): 0.0 kcal/mol